No. 1
Here is C2HBrI2 as an isolated structure at a distorted geometry from the Open Molecules 2025 dataset. Energies are from ωB97M-V with the def2-TZVPD basis set.

Frontier orbital gap (alpha / beta) (eV): 6.7 / 7.1
HOMO (alpha / beta) (eV): -8.488 / -8.945
ΔE to the lowest compared entry with this formula, charge and spin (kcal per mole): 131.6

XYZ file:
```
6
C2HBrI2, DFT ωB97M-V with the def2-TZVPD basis set
C -0.41 -0.45 1.15
C 0.61 0.54 -0.64
Br -2.16 -0.86 0.99
I 2.68 0.19 -0.81
I -0.45 0.01 -2.39
H -0.27 0.58 1.70
```



No. 2
Here is a 2-piece molecular cluster, C2HBrIN overall at a distorted geometry from the Open Molecules 2025 dataset. Energies are from ωB97M-V with the def2-TZVPD basis set.

Frontier orbital gap (alpha / beta) (eV): 7.4 / 7.3
HOMO (alpha / beta) (eV): -9.742 / -9.685
ΔE to the lowest compared entry with this formula, charge and spin (kcal per mole): 82.8

XYZ file:
```
6
C2HBrIN, DFT ωB97M-V with the def2-TZVPD basis set
C -0.60 -0.48 -1.03
C -0.06 -1.37 -0.13
N -0.51 0.46 -1.67
Br -0.86 -2.56 1.04
I 1.08 2.80 0.74
H 0.94 1.16 1.04
```



No. 3
Here is a 2-piece molecular cluster, C2HBrN2O2 overall at a distorted geometry from the Open Molecules 2025 dataset. Energies are from ωB97M-V with the def2-TZVPD basis set.

Frontier orbital gap (alpha / beta) (eV): 8.5 / 8.5
HOMO (alpha / beta) (eV): -8.814 / -8.813
ΔE to the lowest compared entry with this formula, charge and spin (kcal per mole): 47.1

XYZ file:
```
8
C2HBrN2O2, DFT ωB97M-V with the def2-TZVPD basis set
C 0.62 -0.63 0.10
C 0.37 1.78 0.42
N -0.45 -1.11 -0.24
N -1.67 -1.13 -0.40
O -0.54 2.00 1.04
O 1.33 1.78 -0.30
Br 2.18 -1.13 0.70
H -1.84 -1.55 -1.31
```